Here is a molecular structure, C3H2NP in a non-equilibrium geometry from OMol25. Energies are from wB97M-V/def2-TZVPD.

The relative energy (zero: lowest compared OMol25 entry of this formula, charge and spin) is 2.9127 eV. As for the HOMO energy: -10.4 eV. As for the LUMO energy: -1.99 eV. The calculation puts the HOMO-LUMO gap at 8.433 eV.

Structure (XYZ):
```
7
Properties=species:S:1:pos:R:3:forces:R:3
C -1.704 -0.487 -0.433 8.4 -0.5 2.3
C 1.591 -0.060 0.359 0.1 -2.0 0.4
C 0.180 0.190 -0.024 -2.3 1.1 2.4
N -2.778 -0.536 -0.715 -5.5 -0.2 -1.5
P 3.043 -0.351 0.907 -2.4 0.6 -1.0
H 0.016 0.566 -1.003 0.4 1.2 -0.3
H -0.347 0.676 0.908 1.2 -0.2 -2.3
```
Positions in Å, forces in eV/Å.